Here is a cluster of 2 separate species, C15H24NO3 in total from the Open Molecules 2025 dataset. Energies are from wB97M-V/def2-TZVPD.

Its orbital gap is 0.24178 Ha. The value obtained for the molar mass is 266.4 g/mol. The energy above the lowest of the compared OMol25 structures with the same formula, charge and spin comes out at 0.0 kJ/mol. The LUMO energy is -4.42 eV.

The geometry in ORCA input format:
```
! RIJCOSX wB97M-V def2-TZVPD def2/J DEFGRID3
* xyz 1 1
C 5.5888 -1.9402 -0.0162
C 5.1701 -0.8820 1.0161
C 5.8496 0.4656 0.7149
C 3.6549 -0.6822 1.0281
C 2.8742 -1.8887 1.5523
C 1.3923 -1.8364 1.3312
C 0.5661 -2.9514 1.3859
C -0.7955 -2.8231 1.1820
C -1.3756 -1.5727 0.9110
C -2.8625 -1.4659 0.6501
C -3.2436 -0.1711 -0.0513
O -3.4620 -0.1003 -1.2202
O -3.2030 0.9481 0.7276
C -0.5251 -0.4950 0.8681
N 0.7992 -0.6596 1.0757
H 4.8079 -2.6737 -0.2131
H 5.8297 -1.4514 -0.9614
H 6.4812 -2.4698 0.3143
H 5.4882 -1.1746 2.0198
H 6.8377 0.3205 0.2829
H 5.9294 1.0843 1.6075
H 5.2602 1.0213 -0.0206
H 3.4194 0.1916 1.6485
H 3.3234 -0.4546 0.0070
H 3.2260 -2.8092 1.0857
H 3.0260 -2.0083 2.6295
H 1.0004 -3.9212 1.5824
H -1.4166 -3.7092 1.2260
H -3.4082 -1.5556 1.5933
H -3.1608 -2.2766 -0.0120
H -3.4044 0.7387 1.6486
H -0.8664 0.5088 0.6588
H 1.3800 0.1694 1.0281
C -4.8067 2.8791 -1.8879
C -5.0337 4.1504 -2.6721
O -4.2919 5.0969 -2.5618
C -6.2253 4.1753 -3.5983
H -3.9227 2.9901 -1.2658
H -5.6722 2.6693 -1.2562
H -4.6675 2.0356 -2.5644
H -7.1436 4.0113 -3.0319
H -6.1398 3.3797 -4.3402
H -6.2775 5.1369 -4.1021
*
```

=====

Here is a structure of composition C3H4BCl2F8N2O19PdS4 at a distorted geometry from the Open Molecules 2025 dataset. Energies are from wB97M-V/def2-TZVPD.

Its orbital gap (alpha / beta) is 0.26422 / 0.23450 Ha. The value obtained for the molar mass is 840.5 g/mol. The LUMO energy (alpha / beta) is 5.41 / 4.63 eV.

The geometry in ORCA input format:
```
! RIJCOSX wB97M-V def2-TZVPD def2/J DEFGRID3
* xyz -3 3
Pd 7.5977 -8.6044 -36.7266
Cl 7.0817 -4.7865 -36.5672
O 7.0979 -6.2402 -37.0025
O 6.2630 -3.9805 -37.3805
O 6.3838 -4.8773 -35.3076
O 8.4900 -4.3464 -36.3516
Cl 7.9068 -11.8672 -36.5288
O 6.7801 -11.0181 -36.4307
O 8.2724 -12.7386 -35.3894
O 7.7848 -12.6246 -37.7499
O 8.9759 -10.9084 -36.6670
N 8.2175 -8.2359 -34.7556
S 9.5391 -7.7724 -34.0793
O 10.3044 -8.9708 -33.8665
O 9.6039 -6.6016 -33.1569
F 10.1266 -7.2262 -35.4943
S 7.3461 -8.1939 -33.2579
O 6.4275 -7.0024 -33.2162
O 7.9761 -8.6216 -31.9937
F 6.3991 -9.4896 -33.6927
N 4.3297 -9.3303 -40.5094
S 5.0895 -10.6276 -40.1236
O 4.3698 -11.4588 -39.1797
O 6.5516 -10.5933 -40.1019
F 4.5960 -11.2807 -41.5769
S 4.6766 -8.7056 -38.8800
O 5.9929 -8.7038 -38.2957
O 3.5073 -9.0457 -38.0049
F 4.5422 -7.0688 -39.1258
B 3.9886 -7.6048 -35.3678
F 4.2632 -6.7494 -34.3420
F 3.3241 -7.0384 -36.3744
F 5.2344 -8.0450 -35.8395
F 3.3971 -8.7418 -34.8862
C 8.3563 -6.7658 -41.6635
C 9.4427 -7.7695 -42.0064
O 9.7332 -8.2478 -40.7121
C 8.8333 -7.8566 -39.8295
O 8.8796 -8.2022 -38.6807
O 7.8904 -7.0970 -40.4347
H 7.4963 -6.8367 -42.3294
H 8.8076 -5.7768 -41.5833
H 10.3557 -7.3068 -42.3809
H 8.9623 -8.5832 -42.5497
*
```

=====

Here is an isolated molecule of C5H10BrPS at a distorted geometry from the Open Molecules 2025 dataset. Energies are from wB97M-V/def2-TZVPD.

Its orbital gap is 0.34344 Ha. The value obtained for the molar mass is 213.1 g/mol. The energy above the lowest of the compared OMol25 structures with the same formula, charge and spin comes out at 0.0 kJ/mol. The LUMO energy is 0.63 eV.

The geometry in ORCA input format:
```
! RIJCOSX wB97M-V def2-TZVPD def2/J DEFGRID3
* xyz 0 1
C -2.8611 2.5298 -0.0442
C -1.8911 2.5397 0.8669
C 2.0779 -2.7054 -1.0074
C -0.3601 2.3562 0.4287
C 1.1181 -1.5514 -1.0779
P 0.9390 -0.3763 0.3983
S -0.3957 0.8763 -0.6483
Br -0.2023 -1.6683 1.7954
H -3.7907 2.8660 0.4171
H -2.6983 2.4063 -1.1533
H -2.0832 2.5801 1.9223
H 3.0218 -2.2309 -0.9627
H 2.0802 -3.3360 -0.0765
H 1.9988 -3.3298 -1.8766
H 0.3647 2.1589 1.2519
H -0.0393 3.2391 -0.0938
H 0.0788 -1.9924 -1.1121
H 1.1050 -0.7849 -1.9175
*
```

=====

- Among the records above, which one has the lowest molar mass?
  C5H10BrPS

=====

- Which of these has the highest molar mass?
  C3H4BCl2F8N2O19PdS4

=====

- Among the records above, which one has the lowest molar mass?
  C5H10BrPS

=====

- The highest molar mass belongs to which entry?
  C3H4BCl2F8N2O19PdS4